{"formula": "C44H40CsF6N13O7S2Te", "method": "the ωB97M-V functional and the def2-TZVPD basis", "largest_force_ev_per_a": 3.56, "e_above_lowest_ev": 1.375, "e_homo_ev": -1.75, "total_charge": -2, "elements": ["Cs", "C", "C", "N", "C", "C", "C", "C", "C", "C", "C", "N", "C", "C", "C", "C", "C", "C", "C", "C", "N", "C", "H", "H", "H", "H", "H", "H", "H", "H", "H", "H", "H", "H", "N", "C", "C", "N", "C", "H", "H", "H", "H", "N", "N", "N", "C", "N", "N", "H", "H", "H", "Te", "C", "C", "C", "C", "C", "C", "C", "C", "C", "C", "C", "C", "H", "H", "H", "H", "H", "H", "H", "H", "H", "H", "F", "C", "F", "F", "S", "O", "O", "N", "S", "O", "O", "C", "F", "F", "F", "C", "C", "C", "C", "C", "C", "O", "N", "C", "O", "N", "C", "O", "H", "H", "H", "H", "H", "H", "H", "H", "H", "H", "H"], "coordinates": [[-0.15417, -0.63229, 0.97493], [3.35757, -1.06683, -2.41013], [2.06805, -0.89337, -1.83474], [1.45008, -1.82935, -1.15496], [2.02916, -3.05801, -0.93995], [3.22227, -3.37470, -1.64528], [3.92682, -2.33195, -2.31810], [3.69630, -4.72746, -1.66997], [2.92507, -5.74274, -1.12071], [1.70969, -5.46168, -0.46354], [1.22591, -4.15937, -0.32338], [0.13434, -3.74974, 0.45743], [-1.05768, -4.29029, 0.18341], [-1.37197, -5.13690, -0.89785], [-2.63295, -5.69523, -1.13221], [-3.66807, -5.45247, -0.23636], [-3.44067, -4.59103, 0.86000], [-4.52725, -4.22257, 1.71445], [-4.36512, -3.21925, 2.68025], [-3.07276, -2.73722, 2.82742], [-2.00047, -3.11922, 2.11342], [-2.18090, -4.01606, 1.10682], [3.85734, -0.15740, -2.79642], [1.48235, 0.01740, -1.89037], [4.82119, -2.71557, -2.79501], [4.67547, -4.78881, -2.09622], [3.34163, -6.75656, -1.19072], [1.01116, -6.26603, -0.18183], [-0.54647, -5.32762, -1.54000], [-2.84308, -6.36024, -1.99716], [-4.62100, -5.96209, -0.35269], [-5.43887, -4.67040, 1.45406], [-5.20979, -2.92702, 3.32551], [-2.87027, -2.05752, 3.65833], [3.08004, 3.51976, 0.13410], [3.45513, 4.62499, -0.63147], [2.27168, 5.37860, -0.68357], [1.31342, 4.77535, 0.07666], [1.85077, 3.68550, 0.57384], [3.73786, 2.74711, 0.31078], [4.53855, 4.86648, -0.87027], [2.14807, 6.40143, -1.06851], [1.38793, 2.99976, 1.27069], [-0.49594, 0.21823, 5.92238], [0.49313, 0.58742, 5.05307], [1.82039, 0.34190, 5.16250], [2.34750, 1.12675, 4.19271], [1.38181, 1.69736, 3.45238], [0.22758, 1.32419, 3.95045], [-0.17240, -0.37010, 6.72098], [-1.50243, 0.11826, 5.51229], [3.37735, 1.22752, 3.96584], [-1.19759, 2.28467, -2.09989], [-0.84843, 3.15040, -3.93576], [-1.88361, 2.97797, -4.81641], [-1.81272, 3.62323, -6.07234], [-0.61461, 4.16667, -6.47531], [0.46420, 4.21075, -5.59699], [0.34418, 3.85255, -4.28277], [-1.77814, 0.39050, -2.87492], [-1.28911, -0.12102, -4.07053], [-1.79119, -1.34057, -4.50507], [-2.63088, -2.11121, -3.73383], [-2.98648, -1.64023, -2.46282], [-2.70404, -0.33630, -2.08122], [-2.71884, 2.32575, -4.60436], [-2.68592, 3.69343, -6.72401], [-0.54317, 4.42251, -7.51994], [1.40703, 4.67124, -5.86630], [1.14444, 3.87131, -3.58538], [-0.59285, 0.48255, -4.62712], [-1.52815, -1.66718, -5.49793], [-3.02844, -3.10460, -4.10728], [-3.64256, -2.28900, -1.91867], [-3.12073, 0.13187, -1.22333], [7.32802, 2.53824, 1.37030], [6.54187, 1.71789, 2.05268], [5.77754, 2.48749, 2.90919], [7.35607, 0.97620, 2.78014], [5.36859, 0.59200, 1.02596], [4.39278, 0.14190, 2.03301], [4.87566, 1.36163, -0.13924], [6.44435, -0.56288, 0.62741], [6.45024, -2.15392, 1.09718], [7.38991, -2.26507, 2.20389], [5.13174, -2.75179, 1.11921], [7.25855, -2.95689, -0.40223], [8.54799, -2.60325, -0.46760], [7.26565, -4.31185, -0.30761], [6.60332, -2.62812, -1.51283], [-5.76510, 1.63984, 0.59335], [-4.79561, 2.80151, 0.77897], [-3.72305, 2.74929, 1.88287], [-2.85012, 4.06865, 1.79481], [-1.61923, 4.12379, 2.73931], [-4.53517, 2.62309, 3.12744], [-5.54774, 3.32567, 3.36335], [-4.14961, 1.71791, 4.08828], [-3.22561, 0.70449, 3.85150], [-2.95029, -0.06697, 4.80557], [-2.63504, 0.59334, 2.69563], [-2.84209, 1.48235, 1.66949], [-2.22483, 1.38236, 0.56759], [-6.26302, 1.75503, -0.35364], [-6.50546, 1.67640, 1.43391], [-5.19027, 0.73241, 0.60521], [-5.34502, 3.75483, 1.02551], [-4.33093, 2.98033, -0.22136], [-3.52744, 4.93769, 1.91679], [-2.57305, 4.05885, 0.71188], [-1.21202, 3.12087, 2.97825], [-1.67027, 4.71768, 3.64648], [-0.75609, 4.45091, 2.18093], [-4.65091, 1.65190, 4.99736]], "forces_ev_per_a": [[-0.0153, -0.2554, 0.5349], [0.4360, 0.0447, 0.3003], [0.3240, -0.8912, 0.4411], [0.1507, -0.7997, 0.5764], [-0.6548, -0.7569, -1.3999], [-0.3411, -0.1446, 0.6517], [-1.2139, -0.0613, 0.0042], [-1.0334, 0.7960, 0.6135], [1.2275, 0.5652, -0.4803], [-0.9006, 0.1527, -0.3259], [0.6107, 1.7754, 0.5368], [0.3115, -0.6307, -1.2862], [-0.3551, -0.2696, 1.1198], [-0.0818, 0.1075, -0.0979], [-0.5976, -0.0734, 0.5624], [0.3650, -0.6310, -0.7822], [-0.9611, 0.1564, 0.5628], [1.7935, 1.4867, 0.1972], [-0.9052, -1.9950, -1.1126], [1.6870, 0.1280, 0.6411], [-1.2141, 0.1644, 0.1835], [0.4208, 0.7953, -0.2233], [-0.1987, -0.9281, -0.0708], [0.3649, 0.3891, -0.3518], [0.1279, 0.8439, -0.1526], [0.4318, -0.8810, -0.2455], [-0.4875, 0.2863, 0.1625], [0.6961, 0.3081, 0.1845], [0.2476, -0.2738, -0.7729], [0.4276, 0.5313, 0.5794], [-0.0260, 0.2372, 0.0127], [-1.4216, -0.4634, 0.0745], [0.6606, 0.0526, -0.3624], [0.0467, 0.0621, -0.4358], [3.0503, 0.1840, -0.4886], [-0.4065, 0.5055, 0.1581], [1.6124, 0.0354, 0.4107], [-0.8093, 0.5905, 0.0431], [-1.1418, -0.0622, -0.1133], [-0.6383, 0.2903, -0.0473], [-1.8245, -0.6548, 0.0598], [-0.0434, -0.7834, 0.0095], [-0.0703, -0.0174, -0.1434], [-0.5234, -0.4328, 0.8905], [1.7160, 0.4084, -2.5544], [-0.9437, 1.0695, 0.6256], [-2.1954, -0.8923, 0.3999], [0.2707, -0.5017, 0.0837], [-0.2915, -0.1167, 1.8959], [-0.2517, 0.7081, -1.5909], [1.7429, -0.1906, 0.1782], [0.6345, -0.1548, 0.0152], [0.1932, -0.3891, 1.2681], [0.8950, 0.1467, -0.0348], [-0.1477, 1.0809, -1.7867], [-0.3116, -0.6199, 0.5947], [-0.1306, -0.3065, -0.2169], [0.6799, 1.2443, -0.1235], [-2.1272, -1.7958, -0.1294], [-0.6035, 0.0968, 0.7051], [-0.5867, 0.1557, 0.9329], [0.3102, 0.0168, -0.8461], [-0.2014, -0.8484, 0.2646], [-0.7897, -0.0420, -0.9059], [1.3895, -0.3372, -1.3327], [-0.2003, 0.2780, 0.2805], [0.2722, -0.3955, 0.0634], [0.3168, 0.5357, -0.0592], [0.0160, -0.0979, -0.4581], [0.5941, 0.3248, 0.4538], [0.1549, -0.1555, -0.3671], [0.1722, -0.2142, -0.1866], [0.6685, 1.3356, 0.5861], [-0.2330, -0.0262, 0.6841], [-0.2114, 0.0596, 0.7471], [-0.3383, 0.3247, -0.6847], [-0.7005, 0.2968, 0.5876], [0.6022, -0.7051, -0.9138], [-0.3134, -0.3789, 0.3709], [0.0777, -2.6112, 0.1312], [1.1949, 1.1450, -1.4895], [1.1866, -0.8966, 1.9591], [-1.0210, 0.1926, -0.1713], [-0.9356, 2.2954, 0.8661], [-0.8839, -0.7086, -1.2520], [1.3017, 0.1700, 0.1916], [0.3422, -0.3679, 0.5013], [-0.2578, 0.3084, -0.3866], [-0.4147, 0.8258, 0.1901], [0.6448, -0.0149, 0.2715], [-0.0796, 0.8983, 1.7030], [-0.1493, 2.0527, -1.3726], [-0.0469, -0.9094, -0.7559], [-0.3675, -0.5807, -0.1768], [0.5253, -1.1547, -0.8851], [-2.2176, 1.5436, 2.3204], [1.9263, -1.0367, -0.5509], [-0.5023, -0.1123, 0.5127], [0.5727, -0.3726, 1.2742], [-0.7341, 0.6283, -0.0350], [0.3932, 0.4289, -2.9327], [1.4159, 0.1708, -0.0949], [-1.5369, 0.0928, 1.9720], [-0.3143, -0.0910, -0.3069], [0.4746, -0.4379, -0.7755], [-0.0351, -0.7724, -0.0237], [0.2149, -0.9701, -0.4429], [0.1819, -0.1037, 0.8630], [0.2827, -0.4904, 0.1349], [0.2500, 0.1243, 0.9072], [-0.8212, 0.2003, 0.3093], [-0.4672, -0.0083, 0.0321], [0.1858, 0.8523, -0.3694], [0.4354, 0.3125, -1.2826]], "mulliken_charge": [1.27, -1.19, -0.43, -0.21, 0.42, 1.65, -0.71, -0.88, -0.97, 0.03, -0.93, -0.14, 0.89, -0.59, -1.12, -0.99, 1.49, -0.89, -0.75, -0.31, -0.32, -0.01, 0.38, 0.54, 0.45, 0.35, 0.28, 0.48, 0.52, 0.28, 0.29, 0.45, 0.41, 0.45, 0.38, -0.05, -0.88, -0.42, -0.21, 0.24, 0.35, 0.35, 0.50, -0.58, 0.99, -1.05, -0.47, -0.41, 0.00, 0.25, 0.41, 0.68, 0.38, 0.31, -0.41, -0.61, -0.49, -0.58, -0.57, 0.29, -0.44, -0.47, -0.68, -0.26, -0.91, 0.45, 0.35, 0.35, 0.36, 0.50, 0.66, 0.34, 0.27, 0.39, 0.61, -0.22, 0.49, -0.24, -0.20, 0.96, -0.51, -0.74, -0.44, 1.02, -0.65, -0.49, 0.60, -0.24, -0.24, -0.16, -1.37, -1.26, 2.44, -1.07, -0.57, -0.19, -0.73, 0.10, 0.04, -1.03, 0.48, -1.22, -0.18, 0.45, 0.33, 0.26, 0.48, 0.44, 0.47, 0.24, -0.14, 0.33, 0.26, 0.37]}